{"formula": "C23H21BrIrN3O4SbSe4", "method": "the ωB97M-V functional and the def2-TZVPD basis", "symbols": ["Ir", "O", "C", "C", "C", "C", "C", "C", "C", "O", "N", "N", "C", "C", "C", "C", "C", "C", "N", "H", "H", "H", "H", "H", "H", "H", "H", "H", "H", "Se", "Sb", "Se", "Se", "Se", "C", "C", "C", "C", "C", "C", "C", "C", "C", "C", "O", "O", "H", "H", "H", "H", "H", "H", "H", "H", "H", "H", "H", "Br"], "xyz": [[0.26, -0.96, -1.76], [-4.50, -0.09, -3.20], [-4.97, -0.01, -1.95], [-6.31, 0.34, -1.77], [-6.84, 0.47, -0.50], [-6.04, 0.27, 0.62], [-4.72, -0.09, 0.45], [-4.16, -0.25, -0.82], [-2.74, -0.69, -1.00], [-2.24, -0.64, -2.15], [-2.15, -1.14, 0.12], [-0.87, -1.56, -0.06], [-0.29, -2.03, 0.97], [1.06, -2.62, 0.87], [1.73, -3.11, 1.99], [2.98, -3.70, 1.81], [3.51, -3.78, 0.54], [2.77, -3.26, -0.51], [1.59, -2.69, -0.34], [-3.54, -0.32, -3.12], [-6.92, 0.50, -2.66], [-7.89, 0.74, -0.39], [-6.45, 0.40, 1.62], [-4.07, -0.27, 1.30], [-0.83, -2.04, 1.91], [1.28, -3.02, 2.97], [3.52, -4.09, 2.66], [4.47, -4.25, 0.35], [3.12, -3.31, -1.54], [1.19, -7.32, -3.49], [-0.24, -5.49, -4.26], [-1.24, -4.37, -2.06], [-0.15, -2.68, -3.10], [-2.08, -6.31, -5.63], [3.44, 5.19, 3.08], [2.84, 4.16, 2.16], [3.08, 4.19, 0.80], [2.56, 3.21, -0.05], [2.82, 3.25, -1.54], [1.79, 2.19, 0.49], [1.51, 2.15, 1.86], [0.66, 1.05, 2.42], [2.05, 3.14, 2.68], [1.33, 1.07, -0.39], [0.13, 1.06, -0.81], [2.14, 0.17, -0.70], [3.86, 6.03, 2.51], [4.25, 4.76, 3.68], [2.70, 5.59, 3.77], [3.69, 4.98, 0.38], [3.39, 4.14, -1.82], [1.88, 3.24, -2.09], [3.38, 2.37, -1.85], [-0.28, 0.96, 1.87], [0.43, 1.22, 3.47], [1.17, 0.09, 2.34], [1.84, 3.11, 3.74], [1.07, 0.05, -3.87]], "homo_energy_ev": [-1.351, -1.065], "spin_multiplicity": 2, "e_lumo_ev": [2.8, 2.9], "charge": -2, "energy_ev": -377660.153, "de_lowest_kj_mol": 263.85, "gap_ev": [4.1951, 3.9362]}

{"formula": "C23H21CaCl2N3PSe2", "method": "the ωB97M-V functional and the def2-TZVPD basis", "symbols": ["Ca", "Cl", "C", "Cl", "H", "H", "Se", "P", "Se", "C", "C", "C", "C", "C", "C", "C", "C", "C", "C", "C", "C", "H", "H", "H", "H", "H", "H", "H", "H", "H", "H", "N", "C", "C", "C", "C", "C", "N", "C", "C", "C", "C", "C", "N", "H", "H", "H", "H", "H", "H", "H", "H", "H"], "xyz": [[-0.44, 0.51, -1.21], [1.61, 0.34, -3.38], [0.64, 0.95, -4.73], [-0.96, 1.37, -4.11], [0.55, 0.18, -5.48], [1.11, 1.84, -5.13], [0.41, -1.98, -0.42], [1.69, -0.75, 0.83], [1.68, 1.36, 0.36], [1.19, -1.04, 2.55], [0.85, 0.01, 3.39], [0.44, -0.26, 4.69], [0.36, -1.56, 5.14], [0.70, -2.61, 4.30], [1.11, -2.36, 3.00], [3.39, -1.36, 0.64], [4.16, -1.82, 1.69], [5.46, -2.27, 1.45], [5.97, -2.24, 0.16], [5.20, -1.77, -0.89], [3.91, -1.33, -0.65], [0.93, 1.03, 3.04], [0.17, 0.56, 5.35], [0.04, -1.77, 6.15], [0.65, -3.64, 4.65], [1.35, -3.17, 2.33], [3.76, -1.83, 2.70], [6.06, -2.63, 2.27], [6.98, -2.59, -0.02], [5.60, -1.75, -1.90], [3.30, -0.97, -1.47], [-3.75, 1.59, -0.78], [-3.69, 0.28, -1.26], [-4.90, -0.43, -1.28], [-4.91, -1.72, -1.76], [-3.73, -2.28, -2.23], [-2.59, -1.51, -2.17], [-2.55, -0.26, -1.69], [-2.86, 2.65, -0.72], [-3.39, 3.89, -0.33], [-2.57, 4.98, -0.27], [-1.22, 4.84, -0.62], [-0.78, 3.59, -0.97], [-1.57, 2.50, -1.02], [-4.68, 1.85, -0.51], [-5.81, 0.03, -0.92], [-5.83, -2.29, -1.77], [-3.69, -3.28, -2.63], [-1.65, -1.91, -2.52], [-4.44, 3.97, -0.08], [-2.96, 5.94, 0.03], [-0.54, 5.68, -0.60], [0.26, 3.44, -1.23]], "homo_energy_ev": -10.590, "e_lumo_ev": -2.6, "charge": 1, "energy_ev": -212127.141, "de_lowest_kj_mol": 0.00, "gap_ev": 7.9783}

{"formula": "C23H21CsN6O11", "method": "the ωB97M-V functional and the def2-TZVPD basis", "symbols": ["Cs", "O", "C", "N", "C", "O", "C", "C", "C", "C", "C", "N", "C", "C", "C", "C", "C", "N", "H", "H", "H", "H", "H", "H", "H", "H", "O", "C", "O", "C", "C", "C", "C", "C", "C", "O", "N", "O", "O", "N", "O", "O", "H", "H", "C", "O", "H", "H", "H", "H", "C", "N", "C", "C", "O", "H", "H", "H", "H", "H", "H", "H"], "xyz": [[0.04, 0.75, 0.56], [3.28, 4.04, 1.97], [2.43, 3.17, 1.85], [1.37, 3.13, 1.02], [0.23, 3.81, 1.02], [-0.25, 4.53, 1.91], [-0.63, 3.53, -0.23], [-1.98, 3.80, -0.20], [-2.76, 3.44, -1.29], [-2.15, 2.85, -2.38], [-0.77, 2.66, -2.34], [-0.03, 2.98, -1.29], [2.57, 1.87, 2.64], [1.99, 1.78, 3.90], [2.05, 0.58, 4.58], [2.70, -0.49, 3.98], [3.25, -0.31, 2.73], [3.19, 0.84, 2.05], [-2.40, 4.26, 0.69], [-3.83, 3.59, -1.28], [-2.72, 2.51, -3.24], [-0.24, 2.21, -3.18], [1.46, 2.64, 4.29], [1.58, 0.47, 5.54], [2.74, -1.46, 4.46], [3.72, -1.14, 2.22], [0.44, -1.66, 1.36], [-0.81, -1.73, 1.43], [-1.53, -1.02, 2.18], [-1.52, -2.64, 0.44], [-1.93, -3.89, 0.77], [-2.62, -4.67, -0.19], [-2.90, -4.18, -1.44], [-2.50, -2.90, -1.78], [-1.80, -2.03, -0.87], [-1.48, -0.84, -1.08], [-2.84, -2.48, -3.13], [-3.65, -3.16, -3.77], [-2.30, -1.49, -3.59], [-3.02, -6.02, 0.14], [-2.78, -6.43, 1.27], [-3.69, -6.66, -0.66], [-1.73, -4.30, 1.75], [-3.44, -4.79, -2.15], [-4.59, -0.70, 0.61], [-4.28, -0.52, 1.97], [-5.65, -0.44, 0.47], [-4.46, -1.74, 0.28], [-3.99, -0.07, -0.05], [-3.32, -0.73, 2.08], [4.83, 0.69, -0.89], [4.15, 0.81, -2.17], [4.63, 0.08, -3.31], [3.15, 1.72, -2.34], [2.64, 1.96, -3.42], [5.76, 1.27, -0.87], [5.07, -0.35, -0.71], [4.18, 1.03, -0.08], [5.42, 0.62, -3.84], [3.81, -0.09, -4.00], [5.03, -0.88, -2.97], [2.85, 2.22, -1.41]], "homo_energy_ev": -2.913, "e_lumo_ev": 3.8, "charge": -2, "energy_ev": -56201.012, "de_lowest_kj_mol": 143.33, "gap_ev": 6.7095}

{"formula": "C23H21DyN6O5", "method": "the ωB97M-V functional and the def2-TZVPD basis", "symbols": ["Dy", "N", "C", "N", "C", "N", "N", "C", "C", "C", "C", "C", "C", "N", "C", "C", "C", "C", "C", "C", "H", "H", "H", "H", "H", "H", "H", "H", "H", "H", "H", "O", "C", "O", "C", "C", "C", "C", "C", "C", "N", "O", "O", "H", "H", "H", "H", "C", "C", "O", "H", "H", "H", "H", "H", "H"], "xyz": [[0.65, -0.17, -0.86], [0.01, 4.58, -0.52], [-0.16, 3.34, -0.95], [0.08, 2.27, -0.25], [0.52, 2.43, 1.07], [0.63, 1.42, 1.89], [0.29, 0.21, 1.36], [0.24, -0.81, 2.13], [-0.05, -2.12, 1.55], [-0.06, -3.25, 2.35], [-0.32, -4.49, 1.78], [-0.58, -4.55, 0.42], [-0.56, -3.37, -0.31], [-0.30, -2.18, 0.22], [0.83, 3.75, 1.57], [1.36, 3.99, 2.84], [1.58, 5.28, 3.26], [1.27, 6.36, 2.44], [0.75, 6.15, 1.18], [0.53, 4.85, 0.75], [-0.22, 5.36, -1.11], [-0.54, 3.24, -1.96], [0.44, -0.73, 3.20], [0.13, -3.15, 3.41], [-0.34, -5.38, 2.39], [-0.79, -5.49, -0.07], [-0.78, -3.40, -1.37], [1.59, 3.15, 3.48], [2.00, 5.46, 4.25], [1.44, 7.37, 2.78], [0.50, 6.98, 0.53], [2.54, 0.72, -1.29], [3.11, -0.16, -0.56], [2.40, -1.13, -0.14], [4.54, -0.08, -0.24], [5.07, -0.91, 0.75], [6.42, -0.86, 1.04], [7.22, 0.02, 0.32], [6.71, 0.85, -0.66], [5.36, 0.81, -0.94], [8.67, 0.07, 0.61], [9.06, -0.60, 1.54], [9.35, 0.77, -0.10], [4.42, -1.60, 1.27], [6.87, -1.48, 1.80], [7.38, 1.51, -1.19], [4.92, 1.45, -1.69], [1.52, -2.42, -3.32], [1.21, -1.01, -3.80], [0.00, -0.50, -3.14], [2.42, -2.79, -3.82], [0.71, -3.10, -3.57], [1.70, -2.45, -2.25], [1.06, -0.99, -4.88], [2.01, -0.32, -3.56], [-0.75, -0.78, -3.66]], "homo_energy_ev": [-14.065, -14.066], "spin_multiplicity": 6, "e_lumo_ev": [-6.8, -6.8], "charge": 2, "energy_ev": -67440.507, "de_lowest_kj_mol": 0.00, "gap_ev": [7.2775, 7.3116]}

{"formula": "C23H21GeN4O6Pd", "method": "the ωB97M-V functional and the def2-TZVPD basis", "symbols": ["Pd", "C", "C", "N", "C", "C", "C", "C", "C", "C", "C", "C", "C", "N", "C", "H", "H", "H", "H", "H", "H", "H", "H", "C", "Ge", "C", "C", "C", "H", "H", "H", "H", "H", "H", "H", "H", "H", "H", "O", "C", "O", "C", "C", "C", "C", "C", "C", "N", "O", "O", "N", "O", "O", "H", "H", "H"], "xyz": [[-0.56, 1.04, 1.16], [4.06, -0.52, -0.34], [2.68, -0.35, -0.51], [1.82, -0.42, 0.47], [2.27, -0.65, 1.72], [3.63, -0.88, 1.99], [4.54, -0.79, 0.91], [4.06, -1.23, 3.31], [3.16, -1.35, 4.31], [1.77, -1.09, 4.08], [0.82, -1.22, 5.11], [-0.50, -0.98, 4.85], [-0.86, -0.52, 3.57], [0.02, -0.36, 2.60], [1.32, -0.69, 2.81], [4.73, -0.43, -1.19], [2.27, -0.16, -1.50], [5.59, -0.95, 1.09], [5.11, -1.40, 3.49], [3.47, -1.63, 5.31], [1.15, -1.53, 6.10], [-1.26, -1.10, 5.60], [-1.88, -0.26, 3.29], [-4.20, -2.04, -0.17], [-2.33, -1.51, 0.21], [-1.34, -1.80, -1.50], [-1.60, -2.96, 1.36], [-2.32, 0.21, 1.02], [-4.25, -3.06, -0.56], [-4.63, -1.37, -0.91], [-4.80, -1.98, 0.74], [-1.34, -2.85, -1.82], [-0.31, -1.48, -1.36], [-1.78, -1.19, -2.30], [-1.63, -3.90, 0.81], [-2.18, -3.07, 2.28], [-0.56, -2.75, 1.62], [-2.90, 0.93, 0.41], [1.16, 2.76, 1.15], [0.30, 3.39, 0.50], [-0.76, 2.91, 0.04], [0.53, 4.86, 0.23], [-0.45, 5.62, -0.37], [-0.21, 6.97, -0.59], [0.97, 7.59, -0.24], [1.93, 6.79, 0.36], [1.73, 5.45, 0.61], [3.20, 7.42, 0.75], [3.34, 8.60, 0.51], [4.05, 6.71, 1.24], [-1.25, 7.79, -1.23], [-1.03, 8.98, -1.37], [-2.33, 7.27, -1.45], [-1.38, 5.16, -0.66], [1.14, 8.64, -0.42], [2.49, 4.84, 1.09]], "homo_energy_ev": -2.524, "e_lumo_ev": 1.3, "charge": -1, "energy_ev": -102427.919, "de_lowest_kj_mol": 119.17, "gap_ev": 3.8127}

{"formula": "C23H21I2N6O10Ru", "method": "the ωB97M-V functional and the def2-TZVPD basis", "symbols": ["Ru", "I", "C", "I", "H", "H", "O", "C", "O", "C", "C", "C", "C", "C", "C", "N", "C", "C", "C", "C", "C", "C", "N", "H", "H", "H", "H", "H", "H", "H", "H", "H", "H", "O", "N", "O", "C", "C", "C", "C", "O", "C", "C", "N", "O", "O", "N", "O", "O", "H", "H", "C", "N", "C", "C", "O", "H", "H", "H", "H", "H", "H", "H"], "xyz": [[-0.26, -1.69, 0.06], [0.04, -3.06, 2.40], [-1.84, -3.91, 2.96], [-3.17, -4.23, 1.37], [-2.28, -3.24, 3.69], [-1.56, -4.86, 3.39], [5.18, 3.76, 1.87], [4.00, 3.29, 2.28], [3.33, 3.90, 3.07], [3.51, 1.99, 1.71], [3.81, 1.56, 0.42], [3.25, 0.40, -0.08], [2.37, -0.32, 0.72], [2.05, 0.11, 2.01], [2.63, 1.26, 2.50], [1.78, -1.52, 0.22], [2.48, -2.49, -0.23], [1.77, -3.57, -0.89], [2.36, -4.70, -1.43], [1.54, -5.61, -2.08], [0.19, -5.36, -2.17], [-0.34, -4.21, -1.61], [0.44, -3.33, -0.98], [5.67, 3.11, 1.35], [4.45, 2.15, -0.22], [3.44, 0.08, -1.10], [1.36, -0.46, 2.62], [2.39, 1.63, 3.48], [3.57, -2.47, -0.16], [3.43, -4.86, -1.34], [1.97, -6.51, -2.51], [-0.47, -6.05, -2.69], [-1.40, -3.98, -1.66], [-4.45, 3.20, -3.88], [-3.36, 3.60, -3.53], [-2.87, 4.68, -3.78], [-2.49, 2.63, -2.84], [-1.21, 3.03, -2.44], [-0.43, 2.13, -1.77], [-0.80, 0.79, -1.51], [0.08, 0.02, -0.94], [-2.11, 0.46, -1.94], [-2.95, 1.37, -2.59], [-2.61, -0.87, -1.80], [-1.83, -1.77, -1.37], [-3.71, -1.15, -2.15], [0.87, 2.59, -1.27], [1.66, 3.00, -2.07], [1.02, 2.55, -0.06], [-0.86, 4.03, -2.66], [-3.94, 1.08, -2.92], [-1.58, 3.04, 2.18], [-2.03, 1.69, 1.83], [-3.46, 1.42, 1.90], [-1.17, 0.78, 1.46], [-1.48, -0.41, 1.16], [-2.14, 3.76, 1.60], [-0.52, 3.14, 1.97], [-1.76, 3.22, 3.24], [-3.84, 1.79, 2.86], [-3.65, 0.36, 1.82], [-3.97, 1.95, 1.10], [-0.12, 1.11, 1.43]], "homo_energy_ev": [-14.734, -14.761], "spin_multiplicity": 2, "e_lumo_ev": [-7.3, -7.8], "charge": 2, "energy_ev": -72368.102, "de_lowest_kj_mol": 0.00, "gap_ev": [7.4014, 6.9678]}

Repeat the fourth record exactly.
{"formula": "C23H21DyN6O5", "method": "the ωB97M-V functional and the def2-TZVPD basis", "symbols": ["Dy", "N", "C", "N", "C", "N", "N", "C", "C", "C", "C", "C", "C", "N", "C", "C", "C", "C", "C", "C", "H", "H", "H", "H", "H", "H", "H", "H", "H", "H", "H", "O", "C", "O", "C", "C", "C", "C", "C", "C", "N", "O", "O", "H", "H", "H", "H", "C", "C", "O", "H", "H", "H", "H", "H", "H"], "xyz": [[0.65, -0.17, -0.86], [0.01, 4.58, -0.52], [-0.16, 3.34, -0.95], [0.08, 2.27, -0.25], [0.52, 2.43, 1.07], [0.63, 1.42, 1.89], [0.29, 0.21, 1.36], [0.24, -0.81, 2.13], [-0.05, -2.12, 1.55], [-0.06, -3.25, 2.35], [-0.32, -4.49, 1.78], [-0.58, -4.55, 0.42], [-0.56, -3.37, -0.31], [-0.30, -2.18, 0.22], [0.83, 3.75, 1.57], [1.36, 3.99, 2.84], [1.58, 5.28, 3.26], [1.27, 6.36, 2.44], [0.75, 6.15, 1.18], [0.53, 4.85, 0.75], [-0.22, 5.36, -1.11], [-0.54, 3.24, -1.96], [0.44, -0.73, 3.20], [0.13, -3.15, 3.41], [-0.34, -5.38, 2.39], [-0.79, -5.49, -0.07], [-0.78, -3.40, -1.37], [1.59, 3.15, 3.48], [2.00, 5.46, 4.25], [1.44, 7.37, 2.78], [0.50, 6.98, 0.53], [2.54, 0.72, -1.29], [3.11, -0.16, -0.56], [2.40, -1.13, -0.14], [4.54, -0.08, -0.24], [5.07, -0.91, 0.75], [6.42, -0.86, 1.04], [7.22, 0.02, 0.32], [6.71, 0.85, -0.66], [5.36, 0.81, -0.94], [8.67, 0.07, 0.61], [9.06, -0.60, 1.54], [9.35, 0.77, -0.10], [4.42, -1.60, 1.27], [6.87, -1.48, 1.80], [7.38, 1.51, -1.19], [4.92, 1.45, -1.69], [1.52, -2.42, -3.32], [1.21, -1.01, -3.80], [0.00, -0.50, -3.14], [2.42, -2.79, -3.82], [0.71, -3.10, -3.57], [1.70, -2.45, -2.25], [1.06, -0.99, -4.88], [2.01, -0.32, -3.56], [-0.75, -0.78, -3.66]], "homo_energy_ev": [-14.065, -14.066], "spin_multiplicity": 6, "e_lumo_ev": [-6.8, -6.8], "charge": 2, "energy_ev": -67440.507, "de_lowest_kj_mol": 0.00, "gap_ev": [7.2775, 7.3116]}